(1)
# C37H68BIN3O11PS3

A 6-piece molecular cluster, C37H68BIN3O11PS3 overall (ωB97M-V/def2-TZVPD, OMol25).

The HOMO energy is -8.53 eV. As for the HOMO-LUMO gap: 0.31955 Ha. Its structure (SMILES) is Cc1cc([PH2]=S)c(B(N)O)c2c1Nc1cc(N=C=S)c(CCCI)cc1S2.COCCOC.COCCOC.COCCOC.COCCOC.COCCOC.

XYZ file:
```
125
C37H68BIN3O11PS3 | OMol25 | ωB97M-V/def2-TZVPD
C -2.1801 -0.8742 5.1915
C -1.7349 -2.1353 4.5140
C -2.6530 -3.1410 4.2038
C -2.2630 -4.2867 3.5205
P -3.5335 -5.4335 2.9874
S -3.5443 -5.5045 1.0437
C -0.9338 -4.5010 3.1228
B -0.4274 -5.7065 2.2172
N -0.1770 -5.4945 0.8025
O -0.1468 -6.9148 2.7989
C -0.0280 -3.4955 3.4536
C -0.4113 -2.3304 4.1283
N 0.5698 -1.3068 4.3709
C 1.2424 -0.9815 3.1455
C 1.3075 0.3303 2.7026
C 1.9297 0.6191 1.4974
N 1.9821 1.9918 1.0621
C 0.9607 2.6145 0.8553
S -0.2998 3.4870 0.5697
C 2.5181 -0.3664 0.7124
C 3.1688 -0.0931 -0.6163
C 2.2882 0.6161 -1.6453
C 2.9893 0.7026 -2.9964
I 2.7080 -1.0576 -4.1676
C 2.4557 -1.6760 1.1772
C 1.8161 -1.9836 2.3709
S 1.6556 -3.6422 2.9361
H -2.9702 -1.0647 5.9135
H -1.3498 -0.3689 5.6733
H -2.5881 -0.1895 4.4444
H -3.6918 -3.0035 4.4814
H -4.6928 -4.8893 3.5520
H -3.3450 -6.6808 3.6015
H 0.6263 -6.0445 0.5110
H -0.9524 -5.8060 0.2242
H -0.3932 -6.9411 3.7290
H 1.2505 -1.6721 5.0347
H 0.8692 1.1139 3.3054
H 3.3915 -1.0702 -1.0522
H 4.1191 0.4313 -0.4939
H 2.0630 1.6388 -1.3438
H 1.3643 0.0445 -1.7540
H 2.6106 1.5272 -3.5895
H 4.0624 0.8096 -2.8661
H 2.8875 -2.4683 0.5792
C -3.6545 -1.7687 -1.0656
O -2.9261 -1.1991 0.0046
C -1.7308 -1.9022 0.3108
C -0.5017 -1.2033 -0.2240
O -0.4509 -1.2015 -1.6433
C -0.8400 0.0282 -2.2217
H -4.4366 -1.0613 -1.3386
H -3.0178 -1.9465 -1.9363
H -4.1175 -2.7143 -0.7623
H -1.7793 -2.9296 -0.0647
H -1.6548 -1.9494 1.4040
H 0.3835 -1.7436 0.1307
H -0.4525 -0.1777 0.1621
H -0.0718 0.7956 -2.0658
H -1.7894 0.3832 -1.8122
H -0.9537 -0.1374 -3.2923
C -0.9990 -4.2029 -2.9814
O -1.7402 -5.1243 -2.1967
C -2.9551 -5.5354 -2.7998
C -2.8432 -6.9178 -3.3997
O -1.9450 -6.9520 -4.4966
C -0.6697 -7.4670 -4.1689
H -0.0123 -4.1122 -2.5310
H -0.8932 -4.5455 -4.0143
H -1.4717 -3.2182 -2.9668
H -3.2672 -4.8154 -3.5634
H -3.7211 -5.5529 -2.0172
H -3.8255 -7.2229 -3.7734
H -2.5366 -7.6318 -2.6283
H -0.7166 -8.5489 -4.0002
H -0.2561 -6.9830 -3.2806
H -0.0142 -7.2735 -5.0162
C 4.4491 6.4590 -2.7813
O 3.2930 5.6457 -2.8369
C 2.5604 5.6100 -1.6221
C 1.3448 6.5078 -1.6770
O 1.7092 7.8746 -1.7583
C 1.6195 8.4062 -3.0670
H 4.8168 6.5679 -3.8004
H 4.2268 7.4487 -2.3748
H 5.2300 5.9876 -2.1741
H 3.1978 5.8895 -0.7774
H 2.2303 4.5767 -1.4711
H 0.7680 6.3769 -0.7560
H 0.7063 6.2258 -2.5205
H 0.5718 8.5281 -3.3648
H 2.1280 7.7684 -3.7934
H 2.0982 9.3833 -3.0634
C -2.1327 -4.4847 8.4905
O -2.7333 -3.2359 8.2063
C -4.0543 -3.3387 7.7066
C -5.0893 -3.0302 8.7639
O -5.0972 -4.0033 9.7927
C -4.4265 -3.5938 10.9699
H -1.2155 -4.2856 9.0415
H -2.7849 -5.1167 9.0981
H -1.8787 -5.0134 7.5640
H -4.2294 -4.3347 7.2856
H -4.1477 -2.6065 6.8987
H -6.0802 -3.0363 8.2992
H -4.9139 -2.0318 9.1767
H -5.0051 -2.8321 11.5034
H -3.4312 -3.1996 10.7505
H -4.3297 -4.4699 11.6083
C 2.2492 8.7315 -6.7285
O 3.3378 9.3965 -6.1163
C 4.5785 8.7324 -6.2847
C 5.4210 9.3713 -7.3651
O 4.8363 9.2274 -8.6475
C 4.1709 10.3898 -9.1033
H 1.3976 9.4095 -6.7064
H 2.4627 8.4652 -7.7664
H 1.9910 7.8237 -6.1719
H 4.4190 7.6735 -6.5137
H 5.1166 8.7971 -5.3334
H 6.3959 8.8748 -7.3913
H 5.5847 10.4286 -7.1333
H 4.8900 11.1711 -9.3723
H 3.4815 10.7810 -8.3510
H 3.6075 10.1125 -9.9923
```

***

(2)
# C10H15F12N3O10PtS4

C10H15F12N3O10PtS4 as an isolated structure (ωB97M-V/def2-TZVPD, OMol25).

The HOMO energy (spin up / spin down) is -9.63 / -9.90 eV. Its spin multiplicity is 3. As for the HOMO-LUMO gap (spin up / spin down): 0.34097 / 0.28505 Ha. The calculation puts the relative energy (zero: lowest compared OMol25 entry of this formula, charge and spin) at 347.1 kJ/mol.

XYZ file:
```
55
C10H15F12N3O10PtS4 | OMol25 | ωB97M-V/def2-TZVPD
Pt 0.7085 24.3186 14.2753
C 4.0601 23.4694 16.2810
F 5.1524 22.8069 16.6517
F 3.6278 24.3778 17.1545
F 4.3347 24.2203 15.2308
S 2.7913 22.1502 15.7637
O 2.9965 22.0002 14.3618
O 3.0105 20.9274 16.5194
N 1.2616 23.0244 15.8766
S 0.8132 22.6845 17.3235
O 1.9055 22.6761 18.3115
O -0.3001 23.5520 17.7584
C -0.0558 20.8911 17.1639
F 0.7246 20.0977 16.4420
F -0.2615 20.3813 18.4152
F -1.2357 21.1100 16.5693
C -1.4383 27.7026 13.0105
F -1.2244 28.3529 14.1589
F -2.2894 26.6569 13.2195
F -1.9510 28.5372 12.0871
S 0.2263 26.9266 12.4304
O -0.1362 25.6892 11.7150
O 0.9272 27.9362 11.5984
N 1.0171 26.3803 13.9795
S 1.9272 27.5767 14.5921
O 3.3474 27.2679 14.3760
O 1.4084 28.9423 14.3304
C 1.6862 27.2599 16.4911
F 0.4977 27.6999 16.8598
F 1.8269 25.9386 16.6904
F 2.7031 27.8306 17.1648
C 3.4147 24.2919 12.2913
O 2.0802 23.9185 12.5829
C 1.4557 23.0171 11.6790
C 0.4608 22.1774 12.3315
N -0.5383 23.0955 12.9803
C -1.5960 22.5445 13.7987
C -2.3622 23.7190 14.5344
O -1.3473 24.6091 15.1147
C -1.8830 25.5741 16.0601
H 3.7116 25.1934 12.8273
H 3.4477 24.4625 11.2153
H 4.1174 23.4874 12.5086
H 2.1745 22.2766 11.3283
H 1.2521 23.6033 10.7828
H 1.0145 21.4697 12.9485
H -0.0348 21.6196 11.5370
H -1.1034 23.3668 12.1884
H -1.1646 21.8593 14.5285
H -2.3213 22.0004 13.1938
H -2.8540 23.2147 15.3662
H -3.0852 24.3119 13.9741
H -1.2094 25.7319 16.9024
H -2.8105 25.2115 16.5031
H -2.1897 26.5592 15.7086
```

***

Number 1: E_tot -4300.88294 Eh. Number 2: E_tot -4216.89672 Eh.